105
Properties=species:S:1:pos:R:3:forces:R:3 method="wB97M-V/def2-TZVPD" spin_multiplicity=1 homo_energy_ev=-7.8 e_tot_ev=-127037.565
O 2.13245 -2.45700 4.76484 0.190 -0.170 0.489
C 1.55906 -2.25102 3.71973 0.174 0.100 0.425
C 2.11018 -1.24174 2.78427 -0.215 0.236 -0.363
C 1.59821 -1.10729 1.56594 -0.159 -0.204 0.349
C 0.49821 -2.00902 1.15192 -0.031 0.148 -0.328
O 0.19321 -2.06912 -0.02255 -0.193 -0.088 -0.117
C -0.23063 -2.83497 2.17432 0.271 -0.132 -0.235
C -1.51812 -3.45798 1.72778 -0.314 0.352 0.757
C -2.18532 -4.38353 2.75691 -1.045 0.058 -0.929
C -3.67043 -4.57452 2.34822 -0.066 -0.001 -0.506
S -4.81062 -4.17726 3.70796 0.079 0.277 0.292
C -6.36766 -4.41922 2.83001 0.670 -0.052 -0.055
S -6.76546 -5.92158 2.35188 -0.093 -0.026 -0.239
N -7.08982 -3.26761 2.60354 -0.676 -1.181 0.604
C -8.36747 -3.47811 1.91670 -0.291 1.131 -0.382
C -8.82957 -2.08348 1.49460 0.584 -0.645 0.185
O -9.24209 -1.38006 2.64403 -0.338 0.328 0.122
C -8.15537 -1.21315 3.53147 0.423 -0.609 -0.141
C -7.38523 -2.51076 3.83200 0.449 0.933 0.133
C 0.30839 -2.95753 3.39083 -0.271 0.189 -0.703
H 2.90944 -0.60679 3.14122 0.078 -0.120 0.114
H 1.94075 -0.37465 0.84674 0.042 -0.017 -0.026
H -2.21003 -2.62598 1.55117 0.053 0.035 -0.148
H -1.42659 -3.94643 0.75859 0.157 -0.015 -0.002
H -2.19937 -3.96073 3.75986 0.520 -0.119 0.086
H -1.72860 -5.36935 2.69515 0.287 0.062 0.607
H -3.93594 -3.90994 1.52118 0.064 -0.225 0.116
H -3.86747 -5.59384 2.02327 -0.056 -0.018 0.047
H -9.09487 -3.86135 2.63954 -0.081 -0.398 -0.261
H -8.29267 -4.10131 1.03277 0.311 -0.279 0.196
H -7.95115 -1.60677 1.03743 -0.178 0.223 -0.128
H -9.62834 -2.14437 0.75987 -0.266 0.198 0.238
H -7.44713 -0.49533 3.10142 -0.044 0.110 0.067
H -8.53520 -0.86109 4.48833 -0.125 0.288 -0.141
H -7.91385 -3.12376 4.57143 -0.214 -0.172 -0.281
H -6.45127 -2.20406 4.30444 0.063 -0.082 -0.060
H -0.18070 -3.55996 4.14156 0.315 -0.016 0.238
C 5.02440 5.31808 0.45536 0.021 0.171 0.148
O 4.22499 4.30965 1.10477 -1.680 1.789 -2.155
P 3.52584 3.07694 0.23421 3.756 -6.144 4.054
O 3.09018 2.29944 1.42606 -0.821 0.502 -0.102
O 4.98608 2.59648 -0.31715 -0.167 0.195 -0.878
C 5.97532 2.16307 0.61173 0.283 0.286 0.124
O 2.79882 2.09125 -0.87394 -1.022 3.192 -1.398
C 2.93884 2.37592 -2.28604 0.156 -0.104 -0.171
H 4.62742 6.30157 0.70247 -0.048 -0.023 -0.011
H 6.03975 5.24337 0.84292 -0.015 -0.070 0.004
H 5.04838 5.19893 -0.62580 0.074 -0.042 0.004
H 5.62910 2.23279 1.64192 -0.101 -0.005 -0.026
H 6.87417 2.76982 0.49089 -0.005 0.006 -0.002
H 6.22265 1.12690 0.38511 -0.071 -0.007 -0.039
H 3.97344 2.24444 -2.60348 0.022 0.044 0.078
H 2.61156 3.39139 -2.50614 -0.051 -0.044 -0.114
H 2.31213 1.67765 -2.83404 -0.093 -0.035 0.165
C 9.58850 0.47208 -5.71752 0.200 0.065 0.060
O 8.58513 1.42393 -5.31580 0.280 0.270 -2.878
P 7.04363 1.31456 -5.87406 -3.260 -0.958 5.715
O 6.38725 2.33414 -5.03289 0.352 0.476 -0.658
O 6.87612 -0.20752 -5.31051 -0.227 -0.258 -0.541
C 6.85276 -0.42456 -3.90226 0.298 -0.106 0.154
O 5.89698 1.05535 -7.00746 2.647 0.428 -1.736
C 6.13468 0.08846 -8.05167 -0.140 -0.156 -0.049
H 10.43847 1.00793 -6.13603 -0.048 0.044 -0.018
H 9.91715 -0.06665 -4.82971 -0.072 0.002 0.012
H 9.21625 -0.24324 -6.44828 -0.022 -0.048 0.051
H 6.98472 0.50135 -3.34349 -0.026 0.057 -0.072
H 7.64527 -1.12464 -3.63276 0.011 0.010 -0.011
H 5.89349 -0.86844 -3.64001 -0.026 0.033 -0.039
H 6.18188 -0.91791 -7.63552 0.036 0.048 0.082
H 7.05492 0.31067 -8.59201 -0.036 -0.007 -0.063
H 5.30013 0.14495 -8.74518 -0.022 0.115 0.049
C -4.60639 -5.03418 -4.21462 -0.077 -0.180 -0.099
O -4.78660 -4.91135 -2.79240 2.651 -0.721 -0.103
P -4.01494 -3.74374 -1.94732 -4.225 3.958 1.469
O -4.60481 -3.84895 -0.60646 0.110 -0.895 0.104
O -4.64539 -2.56887 -2.89301 0.306 0.330 0.004
C -6.03943 -2.29002 -2.81148 -0.164 -0.130 -0.249
O -2.73021 -2.79751 -1.61378 1.204 -2.457 -1.284
C -1.75443 -2.38873 -2.57896 0.179 0.231 -0.198
H -4.28433 -6.04827 -4.44401 0.022 0.001 0.071
H -5.56830 -4.85555 -4.69318 -0.001 0.054 0.052
H -3.87885 -4.32567 -4.60538 -0.047 0.050 -0.004
H -6.54901 -2.95003 -2.10961 0.064 -0.023 0.042
H -6.48799 -2.40144 -3.80042 -0.003 -0.020 0.004
H -6.16481 -1.25762 -2.48785 0.033 -0.006 0.040
H -2.18961 -1.72792 -3.33071 -0.189 -0.101 0.033
H -1.29785 -3.25139 -3.06492 0.071 0.031 0.015
H -0.99153 -1.84597 -2.03053 0.021 -0.097 0.062
C 1.32545 4.21004 2.80310 -0.109 -0.118 0.193
O 0.97621 4.55795 4.16747 2.266 1.141 -0.401
P 0.85342 6.10726 4.61263 -5.083 0.669 1.117
O 0.31289 6.05087 5.97488 0.666 -0.111 0.174
O -0.24951 6.49189 3.47538 0.218 0.405 -0.082
C -1.58435 6.02087 3.62846 -0.102 -0.248 -0.177
O 1.56309 7.56375 4.51436 1.931 -1.806 -0.879
C 2.20632 7.94621 3.28569 -0.025 0.156 -0.071
H 2.18566 3.55680 2.81011 0.025 0.006 0.117
H 0.48277 3.67133 2.37038 -0.031 0.056 0.040
H 1.53887 5.09138 2.19710 -0.074 0.017 0.012
H -1.70128 5.40545 4.51961 0.068 0.035 0.040
H -1.86207 5.43697 2.74899 0.029 -0.013 0.006
H -2.24787 6.88180 3.69846 0.029 0.019 0.043
H 1.46968 8.06601 2.49050 -0.048 -0.067 0.043
H 2.95670 7.21138 2.98908 0.038 0.033 -0.008
H 2.69915 8.89980 3.45634 -0.008 -0.022 0.114

***

87
Properties=species:S:1:pos:R:3:forces:R:3 method="wB97M-V/def2-TZVPD" spin_multiplicity=1 homo_energy_ev=-7.4 e_tot_ev=-42130.485 e_above_lowest_kcal_mol=868.8
C -1.69899 -1.82066 3.84560 -1.428 -0.432 0.961
C -2.65400 -0.58132 3.57269 -0.276 -2.390 0.767
C -2.02523 0.07165 2.40193 -1.903 -0.137 3.947
O -1.00562 -0.87710 1.91119 -0.121 -3.003 10.382
C -1.19922 -2.18175 2.50149 -0.203 -0.062 0.835
H -2.26009 -2.64065 4.29381 0.039 -0.032 0.212
H -0.79678 -1.68071 4.44103 -0.316 0.695 0.417
H -2.79485 0.11450 4.39979 0.163 -0.240 0.182
H -3.64331 -0.93126 3.27791 -0.159 -0.501 0.425
H -1.67965 0.97061 2.91238 -0.476 -1.604 -1.250
H -2.76482 0.24913 1.62115 0.583 0.675 0.664
H -0.26650 -2.74432 2.46065 0.084 0.244 0.140
H -1.82062 -2.68459 1.76048 -0.813 -1.117 1.754
C 0.30452 2.55822 -0.78558 0.116 0.503 -1.810
C 1.42555 1.55453 -1.10823 -0.316 2.295 -2.469
C 1.29288 1.35679 -2.62334 3.703 1.766 -1.440
O 0.84411 2.59839 -3.12218 -1.874 1.888 1.012
C -0.18244 3.10215 -2.13407 2.526 0.460 -0.464
H 0.65925 3.37595 -0.15821 1.072 0.215 -1.158
H -0.42952 2.13771 -0.09822 -0.386 -0.350 -2.593
H 1.53437 0.57849 -0.63536 -1.772 2.861 -1.067
H 2.31950 2.12155 -0.84855 0.561 -0.206 -0.298
H 0.58142 0.59336 -2.93815 3.169 0.203 -0.244
H 2.23398 1.27079 -3.16651 0.447 -0.140 0.332
H -1.11355 2.71532 -2.54821 1.610 2.638 2.565
H -0.11360 4.18988 -2.14842 -0.119 0.040 -0.248
C 2.71745 -0.49778 -1.42769 2.078 -0.261 0.559
C 2.35841 -0.44599 0.09066 2.934 -0.577 0.011
C 3.12900 -1.61407 0.67225 0.437 1.700 -0.133
O 3.51721 -2.43525 -0.43817 3.025 0.010 1.769
C 3.76432 -1.63268 -1.57227 -0.185 1.915 1.121
H 3.10602 0.50727 -1.59194 0.719 -0.893 -0.701
H 1.83942 -0.60708 -2.06426 0.407 -0.528 0.074
H 1.28669 -0.54251 0.26440 2.991 1.124 0.115
H 2.52112 0.54526 0.51382 1.448 -0.447 0.590
H 2.44765 -2.04360 1.40668 0.554 -1.279 -0.142
H 3.96334 -1.19472 1.23450 0.551 -0.463 -0.098
H 3.74627 -2.12608 -2.54404 -0.261 -0.599 0.424
H 4.77528 -1.27696 -1.37350 0.218 0.541 -0.678
C 0.48857 -1.90786 -0.16667 -1.910 -4.312 -2.579
C 1.29266 -3.08957 -0.84675 -1.875 -0.288 0.829
C 0.48696 -4.31520 -0.52400 -1.705 -0.100 -0.069
O -0.67332 -3.82746 0.16547 -0.933 -1.546 0.835
C -1.00450 -2.47633 -0.08985 4.775 -3.689 -0.827
H 0.54816 -1.00883 -0.78010 -0.193 -1.405 -0.113
H 0.93607 -1.74405 0.81364 -1.329 -1.497 -0.326
H 2.26213 -3.22081 -0.36611 -1.633 -0.472 -1.080
H 1.36445 -2.84091 -1.90558 0.270 -0.435 -0.109
H 0.94330 -5.06005 0.12796 0.378 0.347 0.358
H 0.15528 -4.93455 -1.35736 -0.045 0.246 -0.604
H -1.57605 -1.95116 0.67541 2.793 -5.535 -3.684
H -1.59384 -2.41678 -1.00485 0.025 -0.588 0.349
C -2.52313 0.45848 -4.08019 0.554 0.856 -0.986
C -2.25087 -0.87809 -3.45616 -0.248 -1.272 -1.346
C -1.52057 -0.55846 -2.18977 -4.672 -1.018 -8.247
O -0.70967 0.59066 -2.51054 -6.414 -0.563 -0.446
C -1.59569 1.42862 -3.27103 -2.944 -1.919 -1.927
H -3.55908 0.78949 -4.15338 -0.025 0.029 0.602
H -2.22435 0.39805 -5.12670 0.240 0.283 -0.057
H -1.66976 -1.47306 -4.16072 0.413 -0.052 0.030
H -3.11922 -1.51314 -3.28069 -0.201 0.265 0.335
H -0.96723 -1.40460 -1.78240 -0.258 -1.148 -2.952
H -2.21072 -0.18666 -1.43242 -2.619 -1.319 -3.270
H -1.09337 2.22210 -3.82434 0.258 -1.504 -1.186
H -2.22774 2.03123 -2.61874 -1.056 -1.049 0.335
C 0.79373 3.76140 2.23751 0.656 0.914 0.220
C 1.42917 2.62349 2.94789 1.856 -0.385 0.438
C 0.29038 1.80944 3.42318 -0.240 -0.581 1.147
O -0.67823 1.93068 2.42108 0.944 7.543 1.927
C -0.52655 3.20609 1.75184 1.104 0.801 1.011
H 1.51351 4.00711 1.45671 -0.405 0.636 -0.269
H 0.64256 4.62261 2.88832 0.161 0.067 -0.020
H 2.13806 2.96547 3.70197 -0.176 -0.159 0.300
H 2.04033 2.07835 2.22858 -0.108 -0.374 -0.041
H -0.11678 2.16696 4.36896 0.025 0.220 0.296
H 0.45976 0.73986 3.54734 0.342 -0.113 -0.060
H -1.23416 3.98780 2.02810 -0.887 -0.700 -0.262
H -0.31724 3.01552 0.69924 -2.105 0.973 2.386
C -0.24036 0.35824 0.70005 2.351 1.151 -1.354
C -1.30615 -0.06562 -0.29338 3.027 3.878 9.113
O -2.25510 -0.84973 0.37056 -8.421 4.112 -7.654
H 0.42649 1.04180 0.17455 -1.244 -1.660 1.973
H 0.27096 -0.53778 1.05189 0.224 2.784 -0.606
H -0.60416 0.79501 1.63009 1.241 -0.325 -3.414
H -0.87946 -0.53350 -1.18058 2.857 2.008 7.211
H -1.76148 0.90669 -0.48148 -0.393 0.165 -0.549
H -1.96296 -1.19357 1.21793 -1.284 2.218 -0.123

***

Calculated Kohn-Sham gap in order - 0.212 0.294 Ha